Record 1
C13H46N8O10 | wB97M-V/def2-TZVPD

Output
Orbital gap, eV: 8.2
Charge: 0
Total energy, eV: -46621.02812
Lowest unoccupied orbital energy, eV: -0.128
SMILES: NC(N)=O.NC(N)=O.NC(N)=O.NC(N)=O.CCO.CCO.CCO.CO.CO.CO

```
77
C13H46N8O10, DFT wB97M-V/def2-TZVPD
N -5.921 26.703 -11.958
C -6.243 26.129 -10.886
N -7.016 26.916 -10.137
O -5.782 24.909 -10.582
H -5.411 26.108 -12.586
H -6.550 27.317 -12.487
H -7.439 26.392 -9.377
H -7.523 27.734 -10.519
N -5.226 29.163 -11.438
C -4.830 29.602 -10.305
N -5.370 28.939 -9.320
O -3.986 30.667 -10.127
H -4.916 29.607 -12.319
H -5.495 28.165 -11.468
H -5.074 29.260 -8.362
H -6.041 28.179 -9.433
N -5.396 27.153 -15.107
C -5.877 28.228 -14.531
N -7.158 28.083 -14.177
O -5.112 29.279 -14.112
H -4.428 27.163 -15.359
H -5.925 26.670 -15.846
H -7.681 28.788 -13.648
H -7.714 27.346 -14.558
N -8.417 24.580 -16.850
C -8.696 25.166 -15.689
N -8.730 24.397 -14.607
O -8.804 26.521 -15.676
H -8.689 25.043 -17.726
H -7.961 23.659 -16.916
H -8.896 24.813 -13.678
H -8.476 23.401 -14.612
C -2.261 26.985 -12.847
C -2.670 27.045 -11.371
O -1.531 26.649 -10.616
H -1.430 27.674 -13.059
H -3.102 27.211 -13.557
H -1.852 26.039 -13.082
H -3.528 26.426 -10.992
H -2.885 28.099 -11.056
H -1.222 25.798 -10.933
C -10.411 27.409 -13.042
C -9.989 26.557 -11.846
O -9.055 25.507 -12.137
H -11.243 28.077 -12.782
H -10.708 26.708 -13.845
H -9.633 28.100 -13.286
H -10.907 26.081 -11.484
H -9.650 27.211 -11.073
H -8.963 25.027 -11.357
C -2.188 28.427 -16.172
C -1.776 26.931 -16.173
O -2.996 26.276 -15.980
H -1.345 28.993 -16.363
H -2.690 28.640 -15.182
H -2.974 28.625 -16.909
H -1.028 26.646 -15.447
H -1.322 26.617 -17.134
H -2.879 25.330 -15.855
C -5.533 23.943 -13.618
O -4.583 25.009 -13.630
H -5.504 23.433 -14.555
H -6.489 24.324 -13.397
H -5.234 23.215 -12.847
H -4.909 25.724 -14.206
C -8.390 30.296 -10.542
O -7.812 29.663 -11.642
H -9.468 30.530 -10.803
H -7.834 31.198 -10.381
H -8.321 29.712 -9.644
H -6.832 29.698 -11.580
C -5.856 26.207 -18.099
O -5.765 25.205 -17.117
H -6.655 26.799 -17.870
H -6.144 25.650 -19.019
H -4.894 26.744 -18.252
H -6.668 24.862 -16.932
```

Record 2
C39H80B3F10O17P3S | wB97M-V/def2-TZVPD

Output
Orbital gap, eV: 7.9
Charge: 0
Total energy, eV: -144459.02266
Lowest unoccupied orbital energy, eV: -2.021

```
153
C39H80B3F10O17P3S, DFT wB97M-V/def2-TZVPD
C -0.514 3.508 -1.750
C -1.407 3.994 -0.539
C -0.620 3.894 0.807
C 0.130 5.223 1.133
C 1.304 5.464 0.116
C 2.589 6.072 0.800
C 3.798 5.082 0.609
C 4.459 5.449 -0.754
C 5.219 4.275 -1.432
C 5.301 4.605 -2.963
C 4.034 4.098 -3.718
C 3.549 5.046 -4.851
C 2.824 6.334 -4.307
C 3.794 7.579 -4.442
C 3.706 8.396 -3.107
B 4.849 9.456 -2.914
O 5.163 10.414 -3.898
B 4.787 11.621 -3.291
C 3.611 12.478 -3.956
C 3.545 13.839 -3.213
C 2.453 14.836 -3.652
F 3.044 16.080 -3.631
F 1.468 14.922 -2.722
C 1.880 14.692 -5.096
F 1.328 15.900 -5.389
F 2.860 14.547 -6.015
C 0.727 13.638 -5.293
F -0.426 14.308 -5.510
F 0.503 12.839 -4.235
C 0.891 12.732 -6.572
F 0.850 13.436 -7.688
F -0.205 11.941 -6.587
F 1.932 11.911 -6.504
O 5.443 11.977 -2.097
B 5.684 10.870 -1.309
S 6.178 11.183 0.500
O 6.479 9.948 1.149
O 7.317 12.048 0.525
F 4.922 11.847 1.259
O 5.629 9.580 -1.722
H -0.159 4.347 -2.367
H 0.377 3.031 -1.303
H -1.015 2.722 -2.338
H -1.624 5.059 -0.755
H -2.375 3.471 -0.513
H -1.327 3.714 1.643
H 0.080 3.038 0.786
H 0.606 5.122 2.128
H -0.562 6.083 1.147
H 0.893 6.129 -0.668
H 1.626 4.519 -0.353
H 2.865 6.993 0.261
H 2.369 6.236 1.867
H 4.496 5.250 1.449
H 3.477 4.028 0.652
H 3.613 5.693 -1.432
H 5.076 6.353 -0.625
H 4.724 3.303 -1.264
H 6.242 4.256 -1.014
H 6.208 4.116 -3.370
H 5.457 5.689 -3.121
H 3.177 3.932 -3.035
H 4.294 3.125 -4.176
H 4.383 5.368 -5.502
H 2.814 4.539 -5.506
H 2.559 6.197 -3.243
H 1.885 6.539 -4.847
H 4.834 7.231 -4.554
H 3.481 8.161 -5.323
H 2.737 8.943 -3.102
H 3.692 7.721 -2.237
H 3.881 12.536 -5.022
H 2.714 11.842 -3.856
H 3.347 13.612 -2.147
H 4.526 14.342 -3.212
O -3.593 0.003 -0.778
P -4.634 -1.031 -0.393
O -4.087 -1.128 1.180
C -4.044 0.050 1.978
C -5.429 0.466 2.441
O -3.821 -2.311 -1.063
C -3.212 -2.184 -2.350
C -1.707 -2.076 -2.201
O -5.819 -2.118 0.058
C -5.504 -3.311 0.791
C -6.007 -3.212 2.216
H -3.560 0.867 1.438
H -3.418 -0.175 2.844
H -6.099 0.617 1.590
H -5.378 1.393 3.015
H -5.875 -0.304 3.070
H -3.615 -1.330 -2.896
H -3.460 -3.082 -2.920
H -1.432 -1.274 -1.515
H -1.231 -1.890 -3.166
H -1.299 -2.999 -1.785
H -4.442 -3.540 0.782
H -6.022 -4.127 0.282
H -5.369 -2.556 2.809
H -6.001 -4.195 2.692
H -7.018 -2.802 2.251
O -0.910 -7.755 2.241
P -1.923 -7.126 3.159
O -1.086 -5.797 3.664
C -0.521 -4.925 2.691
C -1.582 -4.066 2.029
O -1.716 -8.138 4.446
C -1.427 -9.524 4.232
C 0.030 -9.799 4.541
O -3.345 -6.598 3.819
C -3.403 -6.121 5.169
C -3.615 -4.621 5.193
H 0.037 -5.490 1.941
H 0.198 -4.289 3.211
H -2.360 -4.686 1.573
H -1.141 -3.434 1.257
H -2.072 -3.422 2.761
H -1.679 -9.828 3.217
H -2.060 -10.100 4.910
H 0.688 -9.131 3.984
H 0.291 -10.831 4.299
H 0.234 -9.628 5.601
H -2.519 -6.385 5.745
H -4.259 -6.615 5.633
H -2.697 -4.094 4.933
H -3.912 -4.293 6.192
H -4.378 -4.318 4.474
O -2.125 -13.185 3.279
P -2.234 -14.685 3.245
O -1.019 -15.050 2.190
C 0.288 -14.540 2.436
C 0.980 -15.287 3.561
O -3.540 -14.789 2.238
C -4.578 -13.807 2.306
C -4.484 -12.873 1.116
O -2.460 -16.261 3.687
C -2.578 -17.298 2.703
C -1.345 -18.177 2.710
H 0.252 -13.470 2.652
H 0.855 -14.660 1.511
H 0.388 -15.251 4.480
H 1.962 -14.854 3.761
H 1.114 -16.338 3.305
H -4.537 -13.254 3.244
H -5.532 -14.339 2.281
H -3.488 -12.439 1.030
H -5.214 -12.065 1.196
H -4.671 -13.418 0.189
H -2.758 -16.909 1.704
H -3.448 -17.893 2.988
H -0.505 -17.673 2.232
H -1.532 -19.101 2.159
H -1.040 -18.422 3.729
```

Record 3
C4H4Br2 | wB97M-V/def2-TZVPD

Output
Orbital gap, eV: 9.1
Charge: 0
Total energy, eV: -144295.11095
Lowest unoccupied orbital energy, eV: 0.172
SMILES: Br/C=C/C=C/Br

```
10
C4H4Br2, DFT wB97M-V/def2-TZVPD
Br 2.951 -1.097 0.083
C 1.095 -0.430 0.234
C 0.675 0.841 -0.040
C -0.653 0.891 0.037
C -1.203 -0.234 -0.414
Br -2.850 -1.103 0.039
H 0.589 -1.226 0.769
H 1.300 1.688 -0.113
H -1.264 1.664 0.458
H -0.640 -0.994 -1.053
```

Record 4
C2H7IN3 | wB97M-V/def2-TZVPD

Output
Orbital gap, eV: 8.9
Charge: +1
Total energy, eV: -14751.44913
Lowest unoccupied orbital energy, eV: -5.054
SMILES: CN/C(N)=[NH+]\I

```
13
C2H7IN3, DFT wB97M-V/def2-TZVPD
C 0.663 -1.341 -0.101
N -0.646 -0.689 0.050
C -0.856 0.588 0.005
N 0.120 1.515 0.102
N -2.135 1.118 -0.111
I -3.877 -0.106 0.000
H 0.639 -1.679 -1.064
H 1.469 -0.671 0.158
H 0.594 -2.130 0.569
H -1.515 -1.104 0.317
H 0.988 1.167 0.505
H 0.017 2.350 -0.389
H -2.146 1.983 0.410
```

Record 5
C49H81CaN3O6SSb2 | wB97M-V/def2-TZVPD

Output
Orbital gap, eV: 6.0
Charge: -2
Total energy, eV: -111237.26252
Lowest unoccupied orbital energy, eV: 3.937

```
143
C49H81CaN3O6SSb2, DFT wB97M-V/def2-TZVPD
Ca 1.110 -0.191 -0.723
C 3.934 -0.353 0.527
N 3.709 0.515 1.670
C 4.480 0.084 2.808
C 3.940 1.907 1.349
C 2.921 2.527 0.377
N 1.529 2.067 0.515
C 0.715 2.839 -0.483
C -0.784 2.773 -0.264
C -1.457 3.901 0.178
C -2.832 3.919 0.397
C -3.516 2.733 0.142
C -2.901 1.571 -0.317
C -1.494 1.564 -0.525
O -0.858 0.514 -0.942
C -3.699 0.270 -0.467
C -3.446 -0.402 -1.828
C -3.253 -0.678 0.661
C -5.208 0.494 -0.356
C -3.505 5.176 0.944
C -5.025 5.030 1.034
C -2.972 5.471 2.354
C -3.204 6.378 0.037
C 1.036 2.302 1.885
C 0.279 1.207 2.643
C -0.403 1.655 3.759
C -1.005 0.797 4.681
C -0.820 -0.559 4.457
C -0.138 -1.075 3.355
C 0.353 -0.192 2.356
O 0.840 -0.625 1.241
C 0.071 -2.603 3.330
C -1.289 -3.313 3.243
C 0.939 -3.125 2.176
C 0.781 -3.027 4.631
C -1.735 1.361 5.895
C -2.407 0.268 6.727
C -2.824 2.348 5.447
C -0.741 2.104 6.802
H 4.979 -0.343 0.177
H 3.648 -1.376 0.763
H 3.316 -0.029 -0.305
H 5.573 0.116 2.628
H 4.258 0.715 3.673
H 4.210 -0.944 3.061
H 3.942 2.462 2.289
H 4.940 2.055 0.896
H 2.970 3.619 0.526
H 3.225 2.353 -0.655
H 1.010 3.897 -0.456
H 0.959 2.460 -1.475
H -0.868 4.799 0.354
H -4.585 2.708 0.312
H -2.399 -0.669 -1.933
H -4.061 -1.306 -1.917
H -3.701 0.277 -2.650
H -2.175 -0.853 0.603
H -3.469 -0.236 1.639
H -3.773 -1.641 0.589
H -5.549 1.253 -1.067
H -5.724 -0.442 -0.588
H -5.510 0.800 0.650
H -5.310 4.243 1.738
H -5.464 5.970 1.382
H -5.457 4.791 0.059
H -3.204 4.641 3.027
H -1.887 5.596 2.341
H -3.420 6.386 2.759
H -3.566 6.190 -0.977
H -3.697 7.279 0.420
H -2.132 6.578 -0.020
H 1.897 2.543 2.510
H 0.401 3.193 1.889
H -0.450 2.733 3.916
H -1.238 -1.262 5.168
H -1.772 -3.080 2.290
H -1.158 -4.400 3.303
H -1.961 -3.003 4.047
H 0.470 -2.963 1.210
H 1.911 -2.631 2.145
H 1.093 -4.201 2.320
H 0.161 -2.855 5.515
H 1.032 -4.093 4.595
H 1.707 -2.457 4.754
H -3.098 -0.321 6.118
H -1.671 -0.412 7.165
H -2.975 0.723 7.544
H -3.554 1.845 4.808
H -3.346 2.766 6.315
H -2.397 3.175 4.875
H 0.074 1.437 7.095
H -0.304 2.958 6.281
H -1.238 2.472 7.707
C 5.883 -6.301 -5.567
C 5.000 -5.353 -4.792
C 5.115 -5.226 -3.413
C 4.338 -4.320 -2.707
C 3.413 -3.526 -3.368
C 3.264 -3.665 -4.746
C 4.052 -4.569 -5.445
S 2.787 -2.018 -2.593
O 1.562 -1.721 -3.355
O 2.491 -2.379 -1.194
N 4.010 -1.106 -2.705
C 3.932 0.059 -3.585
C 3.157 1.198 -2.908
O 3.524 2.368 -3.012
O 2.137 0.765 -2.261
H 6.399 -6.994 -4.901
H 6.642 -5.755 -6.133
H 5.301 -6.886 -6.283
H 5.833 -5.844 -2.882
H 4.451 -4.211 -1.634
H 2.535 -3.045 -5.258
H 3.935 -4.661 -6.521
H 3.417 -0.161 -4.533
H 4.935 0.408 -3.817
C 0.526 -4.765 -1.820
Sb -0.573 -2.932 -1.540
C -1.404 -3.131 -3.522
C -2.194 -4.069 -0.611
H -0.161 -5.549 -2.141
H 1.017 -5.044 -0.887
H 1.292 -4.613 -2.578
H -1.714 -4.165 -3.682
H -0.613 -2.864 -4.228
H -2.252 -2.458 -3.667
H -2.964 -4.310 -1.350
H -2.659 -3.493 0.192
H -1.795 -4.994 -0.189
C -2.241 1.306 -5.318
Sb -0.469 0.582 -4.260
C 0.377 2.551 -4.513
C 0.394 -0.206 -6.093
H -1.937 1.868 -6.205
H -2.807 1.965 -4.652
H -2.892 0.478 -5.616
H 0.389 2.808 -5.574
H 1.387 2.613 -4.100
H -0.261 3.253 -3.970
H -0.198 0.087 -6.962
H 0.439 -1.296 -6.027
H 1.415 0.172 -6.196
```

Record 6
C4H8N2O | wB97M-V/def2-TZVPD

Output
Orbital gap, eV: 9.0
Charge: 0
Total energy, eV: -9303.29283
Lowest unoccupied orbital energy, eV: 0.906

```
15
C4H8N2O, DFT wB97M-V/def2-TZVPD
C 1.767 -0.125 -0.716
C 0.566 -0.076 0.193
N -2.080 0.925 -0.128
C 0.012 -1.327 0.733
C -1.184 -0.115 -0.372
O 0.683 1.041 1.045
N -1.263 -1.255 0.490
H 0.035 0.966 1.755
H -2.180 1.181 0.844
H -1.967 1.728 -0.728
H 0.516 -2.199 1.136
H -1.117 -0.359 -1.429
H 2.685 -0.198 -0.128
H 1.824 0.791 -1.305
H 1.704 -0.978 -1.390
```

Record 7
C25H14FHfN5S2Se | wB97M-V/def2-TZVPD

Output
Orbital gap, eV: 5.4
Charge: 0
Total energy, eV: -124643.33557
Lowest unoccupied orbital energy, eV: -2.825

```
49
C25H14FHfN5S2Se, DFT wB97M-V/def2-TZVPD
Hf 0.561 0.493 -0.965
S 2.957 0.798 -1.746
C 2.599 2.464 -1.314
S 0.907 2.927 -1.205
C 3.605 3.356 -1.081
C 3.324 4.719 -0.763
N 3.098 5.817 -0.507
C 4.972 2.953 -1.161
N 6.073 2.625 -1.225
F -5.492 0.119 -3.020
C -4.215 0.228 -2.602
C -3.744 -0.666 -1.662
C -2.425 -0.535 -1.244
C -1.569 0.459 -1.740
C -2.112 1.335 -2.691
C -3.426 1.233 -3.127
H -4.403 -1.430 -1.271
H -2.079 -1.234 -0.484
H -1.500 2.132 -3.101
H -3.845 1.916 -3.854
Se 0.968 -1.955 -4.453
N 1.199 -3.602 -3.825
C 1.108 -3.542 -2.511
C 1.241 -4.585 -1.538
C 1.145 -4.241 -0.228
C 0.920 -2.879 0.182
N 0.776 -1.908 -0.673
C 0.866 -2.239 -1.991
N 0.755 -1.243 -2.837
H 1.422 -5.603 -1.857
H 1.245 -4.981 0.553
H 0.874 -2.621 1.234
C -2.455 1.167 4.097
C -2.663 1.404 2.722
C -1.665 1.158 1.822
C -0.401 0.660 2.233
C 0.648 0.396 1.292
C 1.858 -0.028 1.802
C 2.076 -0.245 3.182
C 1.065 -0.023 4.070
C -0.196 0.442 3.620
C -1.249 0.700 4.532
H -3.249 1.367 4.805
H -3.615 1.788 2.380
H -1.843 1.358 0.772
H 2.694 -0.219 1.132
H 3.048 -0.577 3.525
H 1.212 -0.183 5.132
H -1.072 0.528 5.587
```

Record 8
C3H7N2S | wB97M-V/def2-TZVPD

Output
Orbital gap, eV: 9.8
Charge: +1
Total energy, eV: -17030.72776
Lowest unoccupied orbital energy, eV: -3.852

```
13
C3H7N2S, DFT wB97M-V/def2-TZVPD
C 0.422 -0.050 1.132
C 0.079 1.021 0.126
C -0.559 -0.691 -0.713
N -0.087 -1.214 0.456
N 0.403 0.429 -1.148
S -1.818 0.731 -0.113
H 1.429 -0.166 1.425
H -0.241 0.235 1.899
H 0.458 1.958 0.437
H -0.971 -1.521 -1.377
H -0.485 -1.900 1.101
H -0.019 0.989 -1.954
H 1.389 0.180 -1.272
```

Record 9
C3H7NOS | wB97M-V/def2-TZVPD

Output
Orbital gap, eV: 5.2
Charge: 0
Total energy, eV: -17589.67931
Lowest unoccupied orbital energy, eV: -3.778

```
13
C3H7NOS, DFT wB97M-V/def2-TZVPD
C -0.482 0.032 -0.362
C -1.776 1.024 0.367
S 2.883 0.632 -0.351
C -1.855 -0.540 -0.491
N 0.411 -0.587 0.670
O -2.245 -1.374 0.451
H -2.939 1.094 0.171
H -2.346 -0.753 -1.442
H -1.474 2.051 0.122
H -1.676 0.678 1.396
H 0.014 0.625 -1.224
H 1.420 -0.200 0.685
H 0.638 -1.597 0.519
```

Record 10
C4H7NO | wB97M-V/def2-TZVPD

Output
Orbital gap (spin up / spin down), eV: 9.5 / 6.8
Charge: 0
Total energy, eV: -7792.12604
Lowest unoccupied orbital energy (spin up / spin down), eV: 0.639 / 0.223

```
13
C4H7NO, DFT wB97M-V/def2-TZVPD
C -1.521 -1.438 0.717
C 1.816 -0.576 -0.497
C 2.203 0.413 0.466
C -2.543 0.479 -0.324
N 0.950 -1.436 -0.442
O -2.491 -0.859 0.273
H 2.587 -0.738 -1.273
H 3.255 0.119 0.869
H 1.391 0.353 1.187
H 2.199 1.481 0.079
H -3.269 0.953 0.442
H -3.067 0.344 -1.257
H -1.512 0.905 -0.240
```

Question: Which value of charge does entry 3 give?
Answer: 0